Entry 1:
56
Properties=species:S:1:pos:R:3 method="wB97M-V/def2-TZVPD" homo_ha=-0.1584 homo_lumo_gap_ev=6.820 molar_mass_g_mol=589.64 lumo_ha=0.0923 charge=-1
Zr 1.01885 -1.11214 0.04356
Se 2.80298 -2.75012 0.26737
O 1.75989 -0.29485 -1.82006
O 2.11169 -0.51614 -4.03342
O -2.36614 -3.68872 0.21927
O -0.78122 -2.14115 0.61439
N -1.04069 0.67683 -1.29381
N 1.09191 -0.90356 2.57895
N 0.82229 1.00118 0.72884
N 0.09825 -2.19944 -1.74247
C -0.34726 2.48901 2.31957
C 0.53109 3.93694 -2.26109
C -1.42018 -3.00309 -0.11272
C -0.22825 1.85938 -1.28791
C -0.27175 0.43590 4.17428
C 0.63911 -2.13876 3.23323
C 1.44333 4.09429 -1.23137
C 0.70390 2.01127 -0.25037
C -0.92828 1.62272 4.49574
C -2.12902 0.72810 -0.31365
C 0.62050 -2.00149 -2.94183
C 1.61320 -0.84640 -2.97320
C -0.89092 -3.05505 -1.53596
C -1.57827 0.32861 -2.59841
C -0.94758 2.64369 3.56234
C -0.29922 2.82378 -2.28644
C -0.81207 -3.67645 -3.82676
C 2.50056 -0.64831 2.96761
C 0.33094 0.27188 2.94408
C -1.38511 -3.83048 -2.56893
C 0.19345 -2.74043 -4.02904
C 0.29347 1.28969 1.96949
C 1.52579 3.13065 -0.23739
H -0.99706 2.70641 -3.10415
H 0.64223 -2.56042 -4.99552
H -0.42107 -2.28417 3.04296
H 2.10534 4.95109 -1.21211
H -1.44933 3.57723 3.78987
H -2.19437 -4.51955 -2.37421
H -1.41094 1.73610 5.45754
H -0.39988 3.29265 1.59769
H 0.46949 4.66991 -3.05571
H -2.01179 -0.67157 -2.54642
H -2.61866 -0.24554 -0.27134
H 3.10475 -1.51015 2.69683
H 0.82744 -2.11243 4.31283
H -1.74720 0.95809 0.67632
H -0.78724 0.33436 -3.34729
H 2.25230 3.21569 0.56199
H -0.24142 -0.36812 4.89764
H 2.87123 0.22290 2.42858
H 1.19547 -2.96570 2.79437
H -1.16768 -4.27472 -4.65660
H 2.54924 -0.45601 4.04648
H -2.87281 1.49039 -0.58976
H -2.37328 1.01624 -2.92391



Entry 2:
53
Properties=species:S:1:pos:R:3 method="wB97M-V/def2-TZVPD" de_lowest_kcal_mol=16.0 homo_ha="-0.3958 / -0.3997" homo_lumo_gap_ev="5.753 / 5.979" molar_mass_g_mol=564.49 multiplicity=2 lumo_ha="-0.1844 / -0.1800" charge=+1
Tc -0.47897 -0.51952 -0.49331
Se 1.29537 0.89972 0.32316
S -1.05755 1.29227 -2.13206
N -1.51486 -0.98327 -3.31796
N -2.05671 0.95174 -4.55565
N -0.10117 -2.22099 0.38915
N 1.42277 1.26503 3.25088
C -0.04323 -1.75212 2.75432
C -0.47069 -3.17612 -0.55556
C 0.32701 -2.10943 4.03464
C -1.58351 0.35270 -3.40387
C -1.36135 -4.91731 -2.52893
C -1.49693 -4.08690 -0.28088
C -4.46142 0.63046 1.61326
C -2.11444 -0.03703 0.53100
C 0.21834 -2.61144 1.67408
C 1.19243 -4.19502 3.21725
C 0.83581 -3.84638 1.93142
C 0.95736 -3.32492 4.27180
C -5.29886 -0.61352 1.92527
C -5.20476 1.52908 0.61601
C -3.18712 0.24530 1.03471
C 1.32224 1.08825 2.12242
C -4.17438 1.40837 2.90560
C -2.17981 -1.14077 -5.60449
C 0.12131 -3.16724 -1.82394
C -1.81823 -1.70873 -4.36303
C -0.31249 -4.05187 -2.79421
C -2.31188 0.21778 -5.65548
C -1.94425 -4.93538 -1.26977
H 0.95716 -2.50594 -2.02294
H 0.18671 -4.08217 -3.75149
H -3.60757 2.31040 2.68962
H -1.74542 -2.77922 -4.24079
H 1.03748 -4.51866 1.11224
H -0.58113 -0.82930 2.57414
H -2.35108 -1.75166 -6.47199
H -6.17223 1.80460 1.02681
H -2.62475 0.74303 -6.54347
H -1.93042 -4.10107 0.70670
H 1.65846 -5.15181 3.39519
H -2.17853 1.95835 -4.55912
H -5.48663 -1.18517 1.02028
H -4.63764 2.43527 0.42110
H -6.25191 -0.31091 2.35094
H -4.78477 -1.25059 2.63917
H -2.75628 -5.61190 -1.06064
H 1.25228 -3.60244 5.27179
H -1.72032 -5.58337 -3.29836
H -5.11481 1.68506 3.37543
H -3.60014 0.79788 3.59781
H 0.11563 -1.44010 4.85591
H -5.36135 1.00811 -0.32541



Entry 3:
58
Properties=species:S:1:pos:R:3 method="wB97M-V/def2-TZVPD" de_lowest_kcal_mol=5.0 homo_ha="-0.2175 / -0.2878" homo_lumo_gap_ev="6.370 / 7.498" molar_mass_g_mol=663.90 multiplicity=3 lumo_ha="0.0166 / -0.0122"
Pd -0.29653 1.45704 -0.42168
Se -0.13594 1.50905 -3.14034
S -2.58513 1.08404 2.22542
P 0.36186 -0.79024 -0.40068
O 2.00476 2.74687 0.74085
O -1.16287 1.33008 1.77308
N -0.79949 4.18771 0.76935
N -0.00413 5.19656 0.73858
N -2.76340 0.99792 -1.80269
N 0.48973 5.51366 -0.43728
N -0.84869 3.74260 -0.48771
N 0.29350 5.92347 1.88797
C 0.64609 -1.97965 -2.92323
C 0.18547 -2.70437 -4.01575
C -0.15836 -3.21557 3.49776
C 4.92474 -0.27367 -0.23276
C 2.68581 0.60114 -0.09510
C -0.35434 -3.85245 2.28165
C -0.19118 -3.15210 1.08937
C 2.17954 -0.63178 -0.46895
C -1.87299 -3.14324 -2.85845
C -0.06238 4.57488 -1.19204
C -3.19338 -0.30965 1.29608
C -0.14056 -1.85288 -1.77975
C 1.75876 1.75891 0.09562
C 0.15968 -1.80242 1.10684
C -3.57132 2.30860 1.38612
C -1.06991 -3.29380 -3.98147
C -1.75354 1.20518 -2.34762
C 3.05060 -1.70166 -0.67890
C 4.41909 -1.51853 -0.58999
C 0.39604 -1.18096 2.33420
C -1.41544 -2.41716 -1.76982
C 4.06205 0.77752 0.02448
C 0.23272 -1.88196 3.52052
H -3.02050 -0.10775 0.23585
H -0.33234 -3.66496 0.14824
H 0.36880 5.26043 2.64901
H -4.62922 2.07939 1.53814
H 5.99580 -0.13480 -0.13756
H 0.80406 -2.79226 -4.90071
H -3.30819 2.27617 0.32561
H 4.43422 1.74677 0.33443
H 0.69492 -0.14235 2.35863
H 2.64467 -2.67893 -0.92093
H -2.86467 -3.57767 -2.83841
H -2.06440 -2.27298 -0.91398
H 0.09547 4.49034 -2.25465
H 1.17387 6.39041 1.71747
H 5.09448 -2.34320 -0.78627
H -1.43082 -3.85799 -4.83319
H -0.62950 -4.90000 2.25521
H 0.40873 -1.38308 4.46703
H -4.25883 -0.42876 1.50525
H 1.61459 -1.49928 -2.96816
H -0.29662 -3.75889 4.42499
H -2.64299 -1.18920 1.63248
H -3.32241 3.27544 1.81785



Entry 4:
57
Properties=species:S:1:pos:R:3 method="wB97M-V/def2-TZVPD" de_lowest_kcal_mol=118.0 homo_ha="-0.3849 / -0.3927" homo_lumo_gap_ev="3.971 / 3.843" molar_mass_g_mol=625.47 multiplicity=3 lumo_ha="-0.2390 / -0.2515" charge=+1
Au -1.66090 -1.91740 0.17943
O -0.90240 -2.36483 2.07494
N -2.31967 -0.87829 -1.42847
N -0.31670 -2.61302 4.18372
N 0.03852 0.07547 5.99384
N -1.33160 0.35732 1.27876
N -0.09209 1.88493 2.53207
N 0.47720 -0.06134 -1.76856
N -3.81412 2.94301 1.11124
N -1.49155 3.03683 0.85516
C 0.30006 -2.74281 -3.18264
C 0.97873 -2.87447 -1.84037
C 2.66750 1.83006 -0.86482
C -3.58021 -0.95552 -1.96661
C 3.33175 -2.36979 -1.37233
C -0.27811 1.07406 0.31521
C -0.26216 -0.00774 4.87333
C 2.82276 0.35958 -0.94146
C 4.31222 -1.53355 -0.84161
C -0.53975 -0.32271 3.55468
C -1.84208 0.40742 -1.65909
C -2.60230 2.33440 1.12902
C 2.95905 2.47644 0.50895
C -0.48345 0.82625 -1.20231
C 4.06128 -0.17787 -0.61237
C -0.32207 2.42255 1.06094
C 2.04963 -1.89741 -1.52958
C -2.81731 1.15536 -2.30219
C -0.60895 -1.76439 3.19190
C 1.69531 -0.47223 -1.40813
C -0.55859 0.68257 2.55766
C -2.57758 0.92472 1.26677
C -3.93958 0.27160 -2.49942
H -4.71055 2.48530 1.15385
H 0.19518 -2.80746 -1.05576
H -0.03535 -2.27896 5.09940
H -3.44039 0.25203 1.39220
H -2.76249 2.19724 -2.61130
H 4.05758 2.33604 0.74346
H 0.44231 3.21422 0.98310
H 4.82131 0.44284 -0.11093
H 3.43585 2.27380 -1.53403
H -4.88684 0.55614 -2.93372
H -0.04237 -1.71036 -3.38531
H 0.70020 0.57995 0.51967
H -0.32346 1.81396 -1.64617
H -4.13501 -1.89668 -1.96791
H 5.32961 -1.94433 -0.65075
H -0.59924 -3.37758 -3.20830
H 0.96678 -3.14597 -4.01378
H 1.44516 -3.87205 -1.79529
H 2.75952 3.56424 0.40504
H 1.71537 2.13288 -1.27540
H 3.55999 -3.39558 -1.69484
H -0.36239 -3.61627 4.02141
H -3.83128 3.94908 0.95117
H 2.34765 2.13831 1.36658



Repeat the third record exactly.
58
Properties=species:S:1:pos:R:3 method="wB97M-V/def2-TZVPD" de_lowest_kcal_mol=5.0 homo_ha="-0.2175 / -0.2878" homo_lumo_gap_ev="6.370 / 7.498" molar_mass_g_mol=663.90 multiplicity=3 lumo_ha="0.0166 / -0.0122"
Pd -0.29653 1.45704 -0.42168
Se -0.13594 1.50905 -3.14034
S -2.58513 1.08404 2.22542
P 0.36186 -0.79024 -0.40068
O 2.00476 2.74687 0.74085
O -1.16287 1.33008 1.77308
N -0.79949 4.18771 0.76935
N -0.00413 5.19656 0.73858
N -2.76340 0.99792 -1.80269
N 0.48973 5.51366 -0.43728
N -0.84869 3.74260 -0.48771
N 0.29350 5.92347 1.88797
C 0.64609 -1.97965 -2.92323
C 0.18547 -2.70437 -4.01575
C -0.15836 -3.21557 3.49776
C 4.92474 -0.27367 -0.23276
C 2.68581 0.60114 -0.09510
C -0.35434 -3.85245 2.28165
C -0.19118 -3.15210 1.08937
C 2.17954 -0.63178 -0.46895
C -1.87299 -3.14324 -2.85845
C -0.06238 4.57488 -1.19204
C -3.19338 -0.30965 1.29608
C -0.14056 -1.85288 -1.77975
C 1.75876 1.75891 0.09562
C 0.15968 -1.80242 1.10684
C -3.57132 2.30860 1.38612
C -1.06991 -3.29380 -3.98147
C -1.75354 1.20518 -2.34762
C 3.05060 -1.70166 -0.67890
C 4.41909 -1.51853 -0.58999
C 0.39604 -1.18096 2.33420
C -1.41544 -2.41716 -1.76982
C 4.06205 0.77752 0.02448
C 0.23272 -1.88196 3.52052
H -3.02050 -0.10775 0.23585
H -0.33234 -3.66496 0.14824
H 0.36880 5.26043 2.64901
H -4.62922 2.07939 1.53814
H 5.99580 -0.13480 -0.13756
H 0.80406 -2.79226 -4.90071
H -3.30819 2.27617 0.32561
H 4.43422 1.74677 0.33443
H 0.69492 -0.14235 2.35863
H 2.64467 -2.67893 -0.92093
H -2.86467 -3.57767 -2.83841
H -2.06440 -2.27298 -0.91398
H 0.09547 4.49034 -2.25465
H 1.17387 6.39041 1.71747
H 5.09448 -2.34320 -0.78627
H -1.43082 -3.85799 -4.83319
H -0.62950 -4.90000 2.25521
H 0.40873 -1.38308 4.46703
H -4.25883 -0.42876 1.50525
H 1.61459 -1.49928 -2.96816
H -0.29662 -3.75889 4.42499
H -2.64299 -1.18920 1.63248
H -3.32241 3.27544 1.81785